No. 1
Density functional theory data (wB97M-V/def2-TZVPD) for a single C4H4N2O2 molecule.

Geometry as ORCA input:
```
! RIJCOSX wB97M-V def2-TZVPD def2/J DEFGRID3
* xyz 0 1
O 1.5349 -1.6788 -0.9130
C 0.6875 -1.0005 -0.2989
C -0.5764 -0.8265 -0.9275
C -1.1456 0.4084 -1.0552
N -0.9933 1.4100 -0.0654
C -0.6724 1.2362 1.1953
N 0.1867 0.3797 1.6219
O 1.1386 -0.1355 0.6039
H -0.9678 -1.6155 -1.6890
H -2.0926 0.5492 -1.7619
H -1.3230 2.3624 -0.4309
H -1.1179 1.7846 1.9776
*
```

The SMILES is O=C1C=CNC=NO1. Its HOMO-LUMO gap is 0.3577 Eh.



No. 2
Density functional theory data (wB97M-V/def2-TZVPD) for 2 unconnected molecules or ions with the total composition C4H4N2O2.

Geometry as ORCA input:
```
! RIJCOSX wB97M-V def2-TZVPD def2/J DEFGRID3
* xyz 0 1
C -0.7676 0.8406 0.2995
C -1.0199 0.2853 -1.0731
C 0.5820 -1.3656 -0.3727
C 0.4366 0.6968 0.7642
H -0.6726 2.6202 1.0189
H -1.8571 0.5924 -1.7628
H 1.8850 -2.9058 0.2715
H 1.2752 1.5117 1.1835
N -0.4456 -0.8771 -1.2137
N 0.9314 -2.6874 -0.2630
O -1.6585 1.6992 0.7878
O 1.3111 -0.4102 0.3599
*
```

Its HOMO-LUMO gap is 0.2873 Eh.



No. 3
Density functional theory data (wB97M-V/def2-TZVPD) for a single C4H4N2O2 molecule.

Geometry as ORCA input:
```
! RIJCOSX wB97M-V def2-TZVPD def2/J DEFGRID3
* xyz 0 1
H 0.4058 -2.0297 1.4795
N 1.2449 -1.7258 0.9293
C 0.8677 -0.7065 0.2870
O 1.8067 -0.0304 -0.5966
N 1.1064 0.8123 -1.4963
C -0.1283 0.9670 -0.9156
C -0.4098 -0.0009 0.0484
C -1.5493 -0.1490 0.8558
O -1.6704 -0.9379 1.8226
H 1.6260 1.6137 -1.8272
H -0.9027 1.7255 -1.1924
H -2.3970 0.4617 0.6055
*
```

The SMILES is [H]/N=c1/o[nH]cc1C=O. Its HOMO-LUMO gap is 0.3238 Eh.



No. 4
Density functional theory data (wB97M-V/def2-TZVPD) for a single C4H4N2O2 molecule.

Geometry as ORCA input:
```
! RIJCOSX wB97M-V def2-TZVPD def2/J DEFGRID3
* xyz 0 1
H -2.7376 -1.2507 0.0307
N -2.3529 -0.2942 0.2791
C -1.1606 0.0811 -0.0087
N -0.7157 1.3554 -0.2295
C 0.6482 1.5707 0.1153
C 1.1332 0.1784 -0.0215
O 2.2403 -0.3523 0.1386
C 0.0796 -0.7966 -0.1989
O 0.1848 -1.9860 -0.0873
H -1.3975 2.0685 -0.4326
H 1.0190 2.1387 -0.7923
H 0.9932 2.1210 1.1196
*
```

The SMILES is [H]/N=C1/NCC(=O)C1=O. Its HOMO-LUMO gap is 0.2875 Eh.



No. 5
Density functional theory data (wB97M-V/def2-TZVPD) for a single C4H4N2O2 molecule.

Geometry as ORCA input:
```
! RIJCOSX wB97M-V def2-TZVPD def2/J DEFGRID3
* xyz 0 1
O 1.1737 -0.4621 -2.3581
C 0.7316 -0.0603 -1.3048
N 1.0165 1.2286 -0.8263
C 0.5249 1.6191 0.2948
N -0.2702 0.8712 1.0977
C -0.6127 -0.4161 0.7229
C -0.1353 -0.9062 -0.4388
O -0.3898 -2.1379 -0.9313
H 0.7488 2.6153 0.6704
H -0.6184 1.2565 1.9592
H -1.2539 -0.9712 1.4054
H -0.9152 -2.6369 -0.2910
*
```

The SMILES is O=c1nc[nH]cc1O. Its HOMO-LUMO gap is 0.3334 Eh.



No. 6
Density functional theory data (wB97M-V/def2-TZVPD) for 3 unconnected molecules or ions with the total composition C4H4N2O3S.

Geometry as ORCA input:
```
! RIJCOSX wB97M-V def2-TZVPD def2/J DEFGRID3
* xyz 0 1
C 0.5302 -1.4070 -0.5676
C -0.1149 -0.2352 -1.0072
C -0.4323 -1.8962 0.3445
C -0.3924 3.6624 -0.3952
N -1.2368 -0.0181 -0.3586
N -1.2345 3.1658 -1.1018
O 0.3662 4.2603 0.2478
O 2.1127 -2.1387 1.8460
O -1.4818 -1.0715 0.4205
S -0.4906 -3.2108 1.4604
H 1.5367 -1.8596 -0.8434
H 0.1450 0.5846 -1.6118
H -1.9192 2.3358 -0.9987
H 2.6117 -2.1718 2.5652
*
```

Its HOMO-LUMO gap (alpha / beta) is 0.2527 / 0.2685 Eh.



No. 7
Density functional theory data (wB97M-V/def2-TZVPD) for a single C4H4N2OS molecule.

Geometry as ORCA input:
```
! RIJCOSX wB97M-V def2-TZVPD def2/J DEFGRID3
* xyz 0 1
O -0.3817 2.5265 0.3679
C 0.0243 1.2478 0.1351
C 1.2659 0.7476 0.2399
N 1.5189 -0.6135 0.1596
C 0.6297 -1.4251 -0.1561
C -0.7433 -0.9706 -0.1462
S -1.9924 -2.2086 -0.6667
N -1.0436 0.3225 0.0098
H 0.5100 2.9654 0.1454
H 2.2086 1.2974 0.2735
H 0.8864 -2.5513 -0.1963
H -2.8830 -1.3381 -0.1659
*
```

The SMILES is Oc1cncc(S)n1. Its HOMO-LUMO gap is 0.3430 Eh.



No. 8
Density functional theory data (wB97M-V/def2-TZVPD) for a gas-phase ion, C4H4N2P (charge +1).

Geometry as ORCA input:
```
! RIJCOSX wB97M-V def2-TZVPD def2/J DEFGRID3
* xyz 1 1
C -0.8209 -1.1486 0.0900
C -0.0357 -0.7568 -1.0778
C -0.6394 -0.6520 1.2727
C 0.9548 0.1337 -0.9756
N -0.1225 2.9575 0.8994
N 0.4581 2.0154 0.7318
P 1.4431 0.7222 0.6878
H -1.5752 -1.9145 -0.0736
H -0.3013 -1.2005 -2.0275
H -0.9366 -0.5670 2.2881
H 1.5755 0.4106 -1.8154
*
```

Its HOMO-LUMO gap (alpha / beta) is 0.3037 / 0.3037 Eh.



No. 9
Density functional theory data (wB97M-V/def2-TZVPD) for a molecular structure, C4H4N2S.

Geometry as ORCA input:
```
! RIJCOSX wB97M-V def2-TZVPD def2/J DEFGRID3
* xyz 0 1
C -1.6232 0.7354 -0.0127
C -0.3332 -1.0231 -0.0050
C 1.1875 0.5091 0.0146
C -0.1691 0.3597 -0.0006
H -2.0218 1.2362 0.8852
H -1.9985 1.3206 -0.8719
H 2.6957 -0.9733 -0.0134
H 1.8549 1.3840 0.0008
N 0.7908 -1.7295 -0.0132
N 1.7098 -0.7505 0.0096
S -2.0928 -1.0686 0.0065
*
```

Its HOMO-LUMO gap is 0.3378 Eh.



No. 10
Density functional theory data (wB97M-V/def2-TZVPD) for a single C4H4N2S2 molecule.

Geometry as ORCA input:
```
! RIJCOSX wB97M-V def2-TZVPD def2/J DEFGRID3
* xyz 0 1
C 2.5760 -2.1397 -0.0159
C 3.3421 0.1297 0.0245
C 0.6524 -0.2325 -0.2096
C -1.2026 1.3041 -0.2131
N 3.4273 -1.1126 -0.0031
N -0.6345 0.1601 0.1194
S 0.8868 -1.8986 0.0212
S 3.7634 1.6219 0.1266
H 2.8920 -3.1949 -0.3817
H -2.2117 1.4205 0.1804
H -0.9267 1.9668 -0.9926
H -1.2161 -0.4172 0.7389
*
```

Its HOMO-LUMO gap (alpha / beta) is 0.2438 / 0.2481 Eh.



No. 11
Density functional theory data (wB97M-V/def2-TZVPD) for a gas-phase ion, C4H4N3OS (charge -1).

Geometry as ORCA input:
```
! RIJCOSX wB97M-V def2-TZVPD def2/J DEFGRID3
* xyz -1 1
C 1.7659 0.6741 0.2899
C 1.0494 -0.4818 -0.0278
C 1.6756 -1.7443 -0.0824
C -0.4525 -0.4511 -0.1667
N 3.8427 -1.2476 0.1026
N 2.9972 1.0592 0.2797
N 3.9534 -0.0098 0.0705
O 1.5367 -2.9019 -0.1969
S 5.4376 0.5524 -0.1429
H 1.2543 1.6031 0.5158
H -0.5613 -0.2935 -1.2341
H -1.0062 0.2970 0.3858
H -0.6910 -1.4528 -0.0207
*
```

Its HOMO-LUMO gap (alpha / beta) is 0.2427 / 0.2428 Eh.



No. 12
Density functional theory data (wB97M-V/def2-TZVPD) for a single C4H4N4 molecule.

Geometry as ORCA input:
```
! RIJCOSX wB97M-V def2-TZVPD def2/J DEFGRID3
* xyz 0 1
H 2.3795 -0.8918 1.3232
N 2.0632 -0.0765 0.6952
C 1.1285 -0.5093 -0.1184
C 0.5012 0.8060 -0.5225
C -0.8090 1.0083 -0.4049
C -1.4413 0.1647 0.6076
N -1.3842 -1.0727 0.5004
N -0.7251 -1.7428 -0.4941
N 0.5453 -1.7044 -0.5577
H 0.9535 1.3720 -1.3718
H -1.0246 2.0273 -0.8572
H -2.1871 0.6193 1.2002
*
```

The SMILES is [H]/N=c1/cccnnn1. Its HOMO-LUMO gap is 0.3382 Eh.



Summary of E in eV
-11284.5668; -11281.8779; -11285.1022; -11285.5678; -11287.5638; -24164.9496; -20074.3890; -16470.4785; -18026.2678; -28858.3061; -21562.6271; -10167.6870
(order as listed above)
Summary of energy relative to the best compared isomer or geometry (same formula, charge and spin) in kJ/mol
383.3; 642.8; 331.7; 286.7; 94.1; 487.1; 129.4; 216.2; 190.4; 504.9; 338.8; 497.0
(order as listed above)